[1]
DFT (ωB97M-V with the def2-TZVPD basis set) results for a molecular structure, C4H4Br2O in a non-equilibrium geometry.

Output
* relative energy (zero: lowest compared OMol25 entry of this formula, charge and spin): 6.27 kcal per mole
* highest occupied orbital energy: -0.332 Eh

Each line ends with the Mulliken charge.
CARTESIAN COORDINATES (ANGSTROEM)
1 C -1.203 -0.347 0.095  -0.307
2 C -0.688 -0.175 1.317  -0.346
3 C -0.222 0.151 -0.919  -0.457
4 C 1.024 0.400 -0.103  0.202
5 O 0.575 0.318 1.320  -0.326
6 Br 2.181 1.954 -0.373  -0.086
7 Br 2.198 -1.254 -0.204  -0.133
8 H -2.032 -0.982 -0.229  0.315
9 H -1.070 -0.369 2.251  0.514
10 H -0.121 -0.659 -1.534  0.319
11 H -0.640 0.962 -1.622  0.303

[2]
DFT (ωB97M-V with the def2-TZVPD basis set) results for a gas-phase ion, C8H15Br2N2S (charge +1) in a non-equilibrium geometry.

Output
* relative energy (zero: lowest compared OMol25 entry of this formula, charge and spin): 0.00 kcal per mole
* total charge: +1
* highest occupied orbital energy: -0.475 Eh
* SMILES string: BrC[C@H]1CN[C@](Br)([NH+]2CCCC2)S1

Each line ends with the Mulliken charge.
CARTESIAN COORDINATES (ANGSTROEM)
1 C -0.022 -1.836 -2.861  -0.738
2 C -0.568 -2.688 -1.730  -0.475
3 C -0.992 1.568 1.417  -0.789
4 C 0.177 -0.460 -2.321  -0.557
5 C -0.267 -1.840 -0.439  -0.603
6 C -0.055 1.168 2.512  -0.011
7 C 0.822 0.377 0.047  -0.022
8 C 0.632 2.418 3.162  -0.816
9 N -0.451 0.969 0.154  -0.212
10 N 0.720 -0.768 -0.907  -0.080
11 S 1.156 -0.074 1.781  -0.147
12 Br 2.301 1.592 -0.695  -0.096
13 Br -0.784 3.534 4.021  -0.120
14 H 0.800 -2.253 -3.332  0.391
15 H -0.744 -1.673 -3.740  0.349
16 H -1.592 -2.793 -1.895  0.315
17 H -0.023 -3.624 -1.650  0.303
18 H -1.978 1.091 1.567  0.273
19 H -0.952 2.612 1.343  0.463
20 H 0.860 0.072 -2.864  0.483
21 H -0.731 0.104 -1.969  0.331
22 H -1.216 -1.436 -0.080  0.268
23 H -0.007 -2.334 0.524  0.522
24 H -0.589 0.563 3.249  0.450
25 H 1.120 3.224 2.578  0.351
26 H 1.378 2.145 3.893  0.437
27 H -0.671 1.452 -0.791  0.285
28 H 1.675 -1.110 -0.973  0.447

[3]
DFT (ωB97M-V with the def2-TZVPD basis set) results for a molecular structure, C2H4AuLiO2 in a non-equilibrium geometry.

Output
* relative energy (zero: lowest compared OMol25 entry of this formula, charge and spin): 0.00 kcal per mole
* total charge: +1
* spin multiplicity: 4
* highest occupied orbital energy (alpha / beta): -0.448 / -0.506 Eh

Each line ends with the Löwdin spin population.
CARTESIAN COORDINATES (ANGSTROEM)
1 O 1.622 -0.468 2.237  0.632
2 C 2.127 0.107 -0.289  0.105
3 C 1.901 1.466 -0.257  0.241
4 O 0.746 1.947 0.285  0.505
5 H 1.855 -1.393 2.313  0.006
6 H 1.242 -0.543 -0.357  -0.001
7 H 3.101 -0.249 -0.632  0.002
8 H 2.457 2.118 -0.945  0.019
9 Au 0.257 3.579 0.658  1.438
10 Li 0.250 0.556 1.674  0.053

[4]
DFT (ωB97M-V with the def2-TZVPD basis set) results for a molecular structure, CH6N2O2S in a non-equilibrium geometry.

Output
* relative energy (zero: lowest compared OMol25 entry of this formula, charge and spin): 22.67 kcal per mole
* highest occupied orbital energy: -0.380 Eh

Each line ends with the Mulliken charge.
CARTESIAN COORDINATES (ANGSTROEM)
1 C 0.389 -0.438 -0.863  -0.498
2 N 1.834 -1.075 0.132  -0.610
3 N -1.350 1.142 0.370  -0.559
4 O -2.166 -0.902 -0.849  -0.636
5 O -0.958 -1.196 1.295  -0.618
6 S -1.135 -0.494 0.057  1.177
7 H 0.387 -1.099 -1.712  0.337
8 H 0.678 0.576 -1.083  0.323
9 H 1.500 -2.003 0.379  0.277
10 H 1.753 -0.513 0.977  0.261
11 H -2.235 1.468 0.014  0.266
12 H -1.243 1.367 1.345  0.278

[5]
DFT (ωB97M-V with the def2-TZVPD basis set) results for 5 unconnected molecules or ions with the total composition C31H24BBrO17 in a non-equilibrium geometry.

Output
* highest occupied orbital energy: -0.342 Eh
* SMILES string: O=C1C=C(O)C(=O)C=C1O.O=C1C=C(O)C(=O)C=C1O.O=C1C=C(O)C(=O)C=C1O.O=C1C=C(O)C(=O)C=C1O.BrBCOc1ccccc1

Each line ends with the Mulliken charge.
CARTESIAN COORDINATES (ANGSTROEM)
1 Br 1.836 5.600 0.766  -0.223
2 B 2.715 4.061 -0.026  0.552
3 C 2.670 3.867 -1.603  -0.677
4 O 4.037 3.824 -2.102  -0.397
5 C 4.300 5.010 -2.790  0.263
6 C 4.319 4.936 -4.158  -0.188
7 C 4.540 6.080 -4.896  -0.579
8 C 4.730 7.261 -4.227  -0.384
9 C 4.737 7.332 -2.855  -0.738
10 C 4.519 6.188 -2.120  -0.144
11 H 3.312 3.268 0.616  -0.103
12 H 2.085 4.647 -2.100  0.434
13 H 2.149 2.917 -1.786  0.269
14 H 4.146 3.983 -4.648  0.425
15 H 4.565 6.047 -5.979  0.385
16 H 4.878 8.182 -4.786  0.360
17 H 4.892 8.266 -2.325  0.377
18 H 4.499 6.156 -1.035  0.383
19 C 3.627 -2.265 -3.205  -1.004
20 C 2.800 -3.032 -2.483  0.276
21 C 2.083 -2.498 -1.278  0.911
22 O 1.331 -3.241 -0.675  -0.501
23 C 2.326 -1.119 -0.886  -0.931
24 C 3.155 -0.352 -1.605  0.231
25 C 3.853 -0.877 -2.827  1.065
26 O 4.579 -0.125 -3.449  -0.611
27 O 3.410 0.915 -1.286  -0.405
28 O 2.563 -4.307 -2.787  -0.592
29 H 4.147 -2.637 -4.076  0.432
30 H 1.816 -0.753 -0.005  0.494
31 H 4.036 1.244 -1.964  0.294
32 H 1.933 -4.630 -2.114  0.341
33 C -2.826 4.950 -2.554  -1.047
34 C -4.010 4.539 -2.082  0.412
35 C -4.444 4.834 -0.675  0.979
36 O -5.540 4.449 -0.314  -0.617
37 C -3.527 5.563 0.189  -0.918
38 C -2.341 5.972 -0.282  0.420
39 C -1.919 5.700 -1.697  1.018
40 O -0.836 6.111 -2.070  -0.612
41 O -1.469 6.639 0.469  -0.581
42 O -4.873 3.850 -2.824  -0.568
43 H -2.504 4.745 -3.565  0.429
44 H -3.843 5.754 1.204  0.425
45 H -0.700 6.813 -0.110  0.277
46 H -5.644 3.681 -2.248  0.357
47 C 0.212 -5.033 1.941  -0.930
48 C 0.387 -4.511 3.159  0.181
49 C 0.366 -5.364 4.391  0.999
50 O 0.549 -4.832 5.471  -0.651
51 C 0.121 -6.792 4.235  -1.035
52 C -0.057 -7.313 3.015  0.377
53 C -0.009 -6.461 1.780  1.054
54 O -0.161 -6.998 0.698  -0.663
55 O -0.286 -8.611 2.819  -0.573
56 O 0.590 -3.205 3.347  -0.600
57 H 0.227 -4.427 1.046  0.659
58 H 0.090 -7.395 5.132  0.441
59 H -0.375 -8.722 1.853  0.355
60 H 0.689 -3.089 4.310  0.377
61 C -4.593 -4.889 2.039  -1.079
62 C -5.751 -5.330 2.548  0.454
63 C -6.128 -5.084 3.980  0.976
64 O -7.203 -5.495 4.376  -0.615
65 C -5.185 -4.369 4.827  -0.898
66 C -4.026 -3.931 4.319  0.325
67 C -3.661 -4.154 2.880  1.018
68 O -2.600 -3.715 2.478  -0.557
69 O -3.128 -3.274 5.051  -0.584
70 O -6.637 -6.009 1.821  -0.572
71 H -4.312 -5.058 1.009  0.453
72 H -5.459 -4.212 5.860  0.431
73 H -2.389 -3.070 4.446  0.314
74 H -7.380 -6.205 2.423  0.356

[6]
DFT (ωB97M-V with the def2-TZVPD basis set) results for C19H25N3O2 in the gas phase in a non-equilibrium geometry.

Output
* relative energy (zero: lowest compared OMol25 entry of this formula, charge and spin): 87.99 kcal per mole
* highest occupied orbital energy: -0.297 Eh
* SMILES string: C[C@@H](c1cc(OC(=O)N2CCCCC2)c2ncccc2c1)N(C)C

Each line ends with the Mulliken charge.
CARTESIAN COORDINATES (ANGSTROEM)
1 O -1.033 -1.857 -1.090  -0.712
2 N 1.093 0.470 -2.060  -0.517
3 O 0.521 -0.931 0.302  -0.426
4 C 0.071 -1.855 -0.530  0.644
5 C 1.283 1.160 -3.205  -0.273
6 C -0.337 1.015 1.247  -0.094
7 C 0.889 2.472 -3.375  -0.499
8 C -0.667 2.407 1.171  0.428
9 C 0.215 0.351 0.111  0.235
10 C 0.191 3.047 -2.374  -0.762
11 C -0.477 3.104 -0.003  -1.200
12 C 0.515 1.072 -1.030  0.409
13 C 0.140 2.430 -1.099  1.221
14 N 0.715 -3.089 -0.527  0.162
15 N -2.544 2.714 2.857  0.080
16 C -3.466 2.934 1.689  -0.880
17 C -2.759 1.592 3.768  -0.890
18 C -0.328 3.085 3.725  -1.676
19 C 2.018 -3.192 -0.086  -0.788
20 C 0.175 -4.118 -1.535  -0.615
21 C -1.207 3.120 2.456  -0.327
22 C 3.000 -3.403 -1.337  -0.682
23 C 1.110 -4.531 -2.624  -0.534
24 C 2.567 -4.745 -2.075  -0.698
25 H 1.779 0.695 -4.097  0.339
26 H -0.547 0.301 2.094  0.262
27 H 1.089 2.896 -4.389  0.325
28 H -0.262 4.037 -2.525  0.360
29 H -0.841 4.066 -0.131  0.492
30 H -3.228 2.154 0.935  0.285
31 H -4.531 2.693 1.945  0.299
32 H -3.448 3.879 1.203  0.301
33 H -3.863 1.625 4.069  0.303
34 H -2.133 1.715 4.695  0.270
35 H -2.514 0.678 3.307  0.314
36 H 0.728 3.378 3.528  0.402
37 H -0.725 3.834 4.429  0.386
38 H -0.294 2.052 4.087  0.360
39 H 2.396 -2.365 0.495  0.340
40 H 2.165 -3.982 0.626  0.419
41 H -0.685 -3.868 -2.151  0.265
42 H -0.100 -5.098 -1.066  0.320
43 H -1.246 4.182 2.247  0.461
44 H 4.011 -3.561 -0.944  0.363
45 H 2.932 -2.575 -1.999  0.315
46 H 1.106 -3.804 -3.536  0.275
47 H 0.730 -5.530 -2.934  0.317
48 H 3.263 -5.058 -2.907  0.322
49 H 2.531 -5.597 -1.356  0.300

[7]
DFT (ωB97M-V with the def2-TZVPD basis set) results for H4N4O in the gas phase in a non-equilibrium geometry.

Output
* relative energy (zero: lowest compared OMol25 entry of this formula, charge and spin): 21.55 kcal per mole
* highest occupied orbital energy: -0.353 Eh
* SMILES string: NNNN=O

Each line ends with the Mulliken charge.
CARTESIAN COORDINATES (ANGSTROEM)
1 N 2.281 -0.165 0.589  0.181
2 N -0.943 -0.581 0.021  -0.519
3 N 1.144 0.436 -0.232  -0.042
4 N -0.215 0.552 0.325  -0.272
5 O 3.305 0.206 0.134  -0.353
6 H -1.314 -0.312 -0.921  0.259
7 H -0.382 -1.365 -0.065  0.266
8 H 1.403 0.903 -1.083  0.187
9 H -0.267 0.571 1.378  0.293

[8]
DFT (ωB97M-V with the def2-TZVPD basis set) results for 3 unconnected molecules or ions with the total composition C47H81N4O5Si in a non-equilibrium geometry.

Output
* total charge: +1
* highest occupied orbital energy: -0.351 Eh

Each line ends with the Mulliken charge.
CARTESIAN COORDINATES (ANGSTROEM)
1 C -2.721 -0.284 5.221  -0.973
2 C -2.506 -1.892 4.815  0.186
3 C -0.962 -2.227 4.347  -0.547
4 N -0.708 -2.131 2.862  0.389
5 C 0.555 -2.952 2.529  -0.854
6 C 1.276 -2.182 1.270  0.305
7 C 1.831 -3.038 -0.014  -0.772
8 C 3.419 -2.575 -0.254  -0.563
9 C 3.440 -1.078 -0.995  0.217
10 C 3.819 0.102 0.079  -0.519
11 C 5.403 0.567 -0.154  -0.267
12 C 5.510 2.071 0.566  -0.663
13 C 5.144 3.145 -0.662  -0.524
14 C 5.205 4.642 0.028  -0.483
15 Si 5.700 5.924 -1.350  0.246
16 C 7.617 5.962 -1.656  -0.854
17 C 4.820 5.581 -3.058  -0.947
18 C 5.025 7.674 -0.774  0.337
19 C 5.367 8.068 0.810  -0.258
20 C 4.836 9.520 1.358  -0.362
21 C 4.001 10.572 0.375  -0.361
22 C 3.670 10.104 -1.196  -0.362
23 C 4.182 8.665 -1.800  -0.250
24 C 0.375 -0.831 1.039  0.288
25 C -0.747 -0.776 -0.156  0.375
26 C -1.426 -2.104 -0.889  -0.207
27 C -2.561 -2.087 -2.053  -0.325
28 N -3.081 -0.791 -2.572  -0.456
29 C -2.524 0.436 -1.936  -0.230
30 C -1.394 0.636 -0.781  -0.490
31 C -0.239 -0.693 2.556  -0.771
32 O -3.552 -2.422 3.935  -0.455
33 C -3.895 -1.527 2.827  0.329
34 C -5.327 -0.720 3.007  -0.059
35 C -5.820 0.154 1.675  -0.250
36 C -7.234 0.983 1.635  -0.448
37 C -8.225 0.954 2.947  -0.285
38 C -7.725 0.101 4.286  -0.501
39 C -6.285 -0.747 4.335  -0.348
40 H -3.692 -0.117 5.854  0.340
41 H -2.590 0.440 4.312  0.189
42 H -1.811 -0.048 5.956  0.399
43 H -2.642 -2.463 5.856  0.270
44 H -0.663 -3.327 4.690  0.393
45 H -0.246 -1.428 4.868  0.274
46 H -1.390 -2.570 2.185  0.432
47 H 0.294 -4.062 2.235  0.255
48 H 1.342 -2.846 3.413  0.367
49 H 2.263 -1.734 1.759  -0.033
50 H 1.284 -2.792 -1.024  0.329
51 H 1.836 -4.194 0.189  0.304
52 H 4.025 -2.547 0.755  0.338
53 H 3.927 -3.308 -1.044  0.023
54 H 2.359 -0.831 -1.417  0.243
55 H 4.207 -1.139 -1.899  -0.128
56 H 3.715 -0.199 1.205  0.161
57 H 3.128 1.041 -0.172  0.062
58 H 5.595 0.724 -1.321  0.170
59 H 6.178 -0.165 0.331  0.257
60 H 6.592 2.272 0.990  0.433
61 H 4.735 2.186 1.456  0.191
62 H 4.029 2.954 -1.011  0.182
63 H 5.917 3.089 -1.542  0.261
64 H 4.085 4.883 0.364  0.289
65 H 5.960 4.691 0.926  0.312
66 H 7.909 4.878 -2.045  0.244
67 H 8.242 6.181 -0.686  0.280
68 H 7.951 6.725 -2.479  0.299
69 H 5.440 6.074 -3.950  0.281
70 H 4.748 4.414 -3.171  0.255
71 H 3.746 6.079 -3.009  0.241
72 H 5.943 7.321 1.522  0.170
73 H 5.070 9.807 2.487  0.256
74 H 3.648 11.638 0.779  0.279
75 H 3.066 10.807 -1.924  0.262
76 H 3.973 8.260 -2.887  0.190
77 H 1.110 0.059 0.797  0.168
78 H -1.036 -3.170 -0.534  0.210
79 H -3.000 -3.091 -2.513  0.304
80 H -2.986 1.462 -2.344  0.308
81 H -1.060 1.696 -0.359  0.295
82 H 0.666 -0.312 3.193  0.439
83 H -1.053 0.149 2.538  0.185
84 H -4.056 -2.230 1.874  0.364
85 H -3.025 -0.787 2.502  -0.192
86 H -5.124 0.170 0.708  0.257
87 H -7.527 1.547 0.647  0.320
88 H -9.242 1.529 2.865  0.315
89 H -8.483 0.093 5.208  0.275
90 H -5.981 -1.345 5.292  0.338
91 C -10.196 -2.961 2.435  -0.729
92 O -10.657 -1.720 1.919  -0.308
93 C -10.106 -1.411 0.633  -0.601
94 C -11.203 -1.445 -0.443  -0.230
95 N -11.655 -2.818 -0.696  -0.351
96 C -12.856 -2.892 -1.537  -0.671
97 C -14.158 -2.310 -0.953  -0.475
98 O -14.656 -3.031 0.177  -0.424
99 C -14.115 -2.615 1.424  -0.529
100 H -10.561 -3.059 3.461  0.236
101 H -10.594 -3.795 1.850  0.346
102 H -9.103 -2.998 2.449  0.276
103 H -9.267 -2.067 0.371  0.441
104 H -9.717 -0.389 0.696  0.162
105 H -10.813 -1.019 -1.370  0.381
106 H -12.033 -0.820 -0.094  0.183
107 H -11.857 -3.273 0.191  0.089
108 H -13.026 -3.956 -1.740  0.365
109 H -12.648 -2.417 -2.502  0.394
110 H -14.930 -2.405 -1.727  0.356
111 H -14.084 -1.239 -0.735  0.336
112 H -13.866 -1.551 1.441  0.272
113 H -13.237 -3.217 1.671  0.164
114 H -14.863 -2.805 2.198  0.310
115 C 10.310 -0.563 -4.470  -0.703
116 O 9.955 -1.815 -5.041  -0.339
117 C 10.663 -2.915 -4.458  -0.801
118 C 9.699 -3.816 -3.670  -0.183
119 N 9.233 -3.151 -2.447  -0.309
120 C 8.137 -3.862 -1.778  -0.774
121 C 6.796 -3.953 -2.532  -0.503
122 O 6.145 -2.692 -2.707  -0.217
123 C 6.551 -1.976 -3.866  -0.720
124 H 9.825 0.226 -5.051  0.235
125 H 9.955 -0.494 -3.438  0.289
126 H 11.392 -0.407 -4.507  0.344
127 H 11.504 -2.586 -3.835  0.402
128 H 11.077 -3.497 -5.288  0.394
129 H 10.209 -4.743 -3.402  0.383
130 H 8.856 -4.059 -4.327  0.176
131 H 8.913 -2.213 -2.677  0.041
132 H 7.955 -3.332 -0.835  0.355
133 H 8.472 -4.871 -1.512  0.433
134 H 6.117 -4.553 -1.914  0.322
135 H 6.881 -4.487 -3.485  0.385
136 H 6.832 -2.637 -4.691  0.348
137 H 7.372 -1.300 -3.619  0.205
138 H 5.711 -1.358 -4.192  0.302

So what do the calculations give for electronic energy? Going down the list: -146343.5782 -162431.9467 -10117.2296 -19042.9145 -138060.3778 -28671.9550 -8067.9461 -74089.6343 eV.